Molecular formula: C49H77N16O6
Method: DFT, the ωB97M-V functional and the def2-TZVPD basis

Last column: Löwdin charge in e.
Atoms and positions in Å:
O 5.221 2.385 -0.956  0.069
O -3.957 -4.686 2.197  -0.149
O 1.025 -4.150 -0.044  -0.193
O -10.176 1.945 -0.369  0.062
O -1.545 -3.221 0.817  -0.178
O -2.449 4.894 -0.230  0.077
N 0.669 -1.519 -0.808  0.177
N -1.783 -1.903 -1.847  0.079
N 1.528 -0.258 1.510  0.146
N 0.547 1.704 0.846  -0.049
N -1.732 3.310 1.190  -0.031
N 3.423 -1.842 -0.534  0.074
N 2.588 -2.134 2.390  0.074
N 4.613 -1.514 -0.193  0.077
N -3.626 -0.363 -0.280  0.101
N 4.933 -0.384 -0.802  -0.074
N 6.452 2.241 0.914  -0.045
N 4.750 1.843 2.699  -0.059
N -3.963 0.682 0.378  0.045
N 3.695 -0.174 2.459  0.179
N -3.788 1.750 -0.384  -0.067
N 2.662 1.818 1.727  0.198
C -4.997 -3.535 -4.469  -0.075
C 1.539 -3.084 2.142  -0.138
C 6.204 0.253 -0.577  -0.149
C 7.089 0.215 -1.843  -0.318
C -2.750 -1.015 -2.506  -0.314
C 2.930 -0.913 -1.383  -0.211
C 1.459 0.728 -3.787  -0.419
C -3.103 -2.184 -5.387  -0.064
C -3.210 0.001 -1.512  -0.248
C 0.581 3.100 0.468  -0.106
C 3.686 1.144 2.260  -0.348
C -1.138 -4.547 1.117  -0.169
C 1.614 1.081 1.390  -0.345
C -1.892 -4.344 4.975  0.126
C -0.101 -4.993 0.087  -0.153
C -3.890 -3.419 1.587  -0.177
C 1.928 -4.109 1.048  -0.165
C 7.339 -1.236 -2.271  -0.220
C 5.908 1.716 -0.206  -0.408
C 8.395 0.955 -1.568  -0.035
C 7.067 1.526 2.008  -0.096
C -1.698 1.977 1.743  -0.103
C 0.564 0.046 -4.820  -0.068
C 3.910 0.038 -1.572  0.030
C -0.765 1.107 0.884  -0.117
C -8.922 2.275 0.029  -0.322
C 1.018 0.371 -2.358  -0.126
C -3.316 1.374 -1.594  0.037
C -7.128 3.845 0.320  -0.037
C -0.420 3.932 1.276  -0.096
C -2.534 -2.707 1.693  -0.182
C -4.134 -4.695 3.601  -0.210
C -8.415 3.564 -0.098  -0.016
C -3.975 3.101 0.082  -0.154
C -3.987 -1.753 -3.049  -0.134
C -3.700 -2.805 -4.126  -0.437
C 5.974 1.169 3.053  -0.096
C 5.929 3.520 1.359  -0.085
C -4.916 3.169 1.296  -0.083
C -6.328 2.855 0.876  -0.242
C 7.934 -1.344 -3.670  -0.092
C 1.529 -0.994 -1.894  -0.232
C 2.595 -0.826 2.095  -0.401
C 4.881 3.261 2.475  -0.091
C -2.635 3.832 0.331  -0.408
C 1.427 2.242 -3.981  -0.062
C -6.842 1.570 1.000  -0.042
C -8.123 1.278 0.581  -0.003
C -2.912 -4.496 4.367  -0.104
H -4.862 4.183 1.695  0.136
H 0.848 -0.986 0.087  0.086
H -0.694 0.108 1.312  0.114
H 0.930 0.244 -5.824  0.085
H -1.551 -2.659 -2.484  0.100
H 0.217 -6.012 0.336  0.135
H 0.426 2.628 -3.804  0.082
H 5.761 0.100 3.065  0.108
H 2.041 -5.112 1.471  0.128
H 7.811 2.196 2.448  0.128
H -4.438 3.667 -0.737  0.163
H -3.106 2.072 -2.376  0.141
H -0.485 4.941 0.869  0.127
H 1.319 -3.601 3.082  0.122
H -2.686 1.527 1.800  0.090
H -0.073 0.371 -2.323  0.107
H -2.994 -3.547 -3.732  0.124
H 1.481 -1.710 -2.724  0.155
H -1.988 -5.236 1.067  0.132
H -2.679 -1.671 1.378  0.087
H 1.716 2.501 -4.996  0.083
H 3.901 3.643 2.192  0.108
H -4.119 -3.595 0.533  0.130
H -1.160 1.040 -0.136  0.104
H 5.476 4.014 0.500  0.120
H -0.123 3.976 2.327  0.135
H 0.541 -1.032 -4.677  0.070
H -2.234 -0.504 -3.326  0.123
H -6.745 4.850 0.219  0.120
H -2.227 -2.321 -1.030  0.073
H -0.729 -4.589 2.135  0.119
H -4.532 -5.689 3.835  0.138
H -2.123 -1.750 -5.200  0.054
H -5.426 -4.001 -3.584  0.078
H 6.675 -0.320 0.223  0.145
H 8.954 0.467 -0.772  0.091
H -4.814 -4.310 -5.209  0.080
H 1.379 1.132 -1.665  0.106
H 2.485 0.379 -3.937  0.130
H 6.549 0.738 -2.639  0.146
H 2.113 2.735 -3.296  0.077
H -4.673 -1.009 -3.460  0.132
H 1.597 3.465 0.615  0.116
H -10.635 2.723 -0.709  0.111
H -0.452 0.431 -4.752  0.073
H 9.013 0.967 -2.460  0.080
H -3.758 -1.406 -5.771  0.089
H 3.956 0.943 -2.134  0.123
H -0.555 -4.996 -0.907  0.131
H -6.228 0.790 1.426  0.099
H -4.656 -2.751 2.002  0.130
H 5.196 3.729 3.412  0.128
H 2.876 -3.789 0.605  0.100
H -8.530 0.284 0.676  0.118
H 3.464 -2.478 2.750  0.150
H -2.989 -2.942 -6.158  0.083
H 0.652 -2.528 1.834  0.105
H -1.016 -4.213 5.539  0.026
H 0.915 -2.508 -0.592  0.101
H 6.285 1.487 4.053  0.128
H -0.359 -1.526 -1.127  0.083
H -1.289 2.045 2.756  0.139
H 8.023 -2.389 -3.955  0.075
H -5.727 -2.839 -4.876  0.085
H 8.009 -1.711 -1.552  0.120
H -9.030 4.346 -0.521  0.115
H 7.590 0.637 1.662  0.112
H 7.297 -0.845 -4.397  0.079
H 6.757 4.129 1.728  0.126
H 8.203 1.986 -1.280  0.082
H -4.487 -2.229 -2.201  0.119
H -2.174 -2.742 2.729  0.112
H -4.874 -3.936 3.899  0.134
H 0.316 3.175 -0.594  0.129
H -4.592 2.470 2.065  0.111
H 6.396 -1.788 -2.254  0.103
H 8.923 -0.899 -3.715  0.067

Calculated values
Strongest force on any atom (eV/Å): 1.22
Net charge: +1
Energy relative to the best compared isomer or geometry (same formula, charge and spin) (eV): 0.959
HOMO-LUMO gap (eV): 8.747
LUMO (eV): -1.404
HOMO level (Eh): -0.3730
Multiplicity: 1